Entry 1:
A structure of composition C11H9AuBrFN3O4. Source: OMol25; level of theory: the ωB97M-V functional and the def2-TZVPD basis.

Net charge = +1
Total energy = -3699.06770 hartree
Largest force on an atom = 0.11 eV/A
Multiplicity = 3
HOMO (spin up / spin down) = -12.93 / -12.93 eV
Orbital gap (spin up / spin down) = 9.30 / 6.91 eV

Element x y z (Å)
Au -0.0107 0.0746 0.2398
O -5.8391 -3.0176 1.2742
C -5.0653 -1.9569 1.4845
O -5.4582 -1.0340 2.1503
C -3.7112 -1.9168 0.8873
C -3.0071 -2.8043 0.0862
N -1.8178 -2.2512 -0.1659
N -1.7111 -1.0655 0.4283
C -2.8426 -0.8343 1.0694
C -2.9289 0.4789 1.7720
O -4.0065 0.7356 2.4401
O -1.9971 1.2617 1.7142
H -5.4191 -3.6948 0.7300
H -3.2620 -3.7691 -0.3215
H -1.0120 -2.5283 -0.7350
C 4.4608 1.1014 -2.6225
C 3.6591 1.4766 -1.4103
C 4.0585 2.4727 -0.5252
C 3.3028 2.7744 0.5961
C 2.1390 2.0683 0.8075
Br 1.0376 2.3888 2.2864
N 1.7345 1.1174 -0.0405
C 2.4767 0.8187 -1.1207
H 5.2742 1.8053 -2.7840
H 3.8366 1.0897 -3.5154
H 4.8914 0.1063 -2.5055
H 4.9758 3.0179 -0.7090
H 3.6053 3.5386 1.2961
H 2.0969 0.0121 -1.7350
F 0.5397 -1.4661 -1.0720

natural (NBO) population analysis, charges in e, atoms 1 to 8:
1. Au 1.2183
2. O -0.6177
3. C 0.7851
4. O -0.4689
5. C -0.2401
6. C 0.0330
7. N -0.2777
8. N -0.3117


Entry 2:
The molecule C5H9NO in a non-equilibrium geometry. Source: OMol25; level of theory: the ωB97M-V functional and the def2-TZVPD basis.

Net charge = 0
Total energy = -325.87749 hartree
Structure (SMILES) = CC(C)(C#N)CO
Largest force on an atom = 2.27 eV/A
HOMO = -10.83 eV
Orbital gap = 11.38 eV

Element x y z (Å)
C -0.7944 1.0810 0.6688
C 0.2807 0.0760 0.1690
C 0.6256 0.3947 -1.2909
C -0.2038 -1.3357 0.4074
O -1.4360 -1.6117 -0.2162
C 1.5110 0.2963 0.9426
N 2.1181 1.1463 1.4347
H -1.7373 0.8125 0.1833
H -0.9599 1.0212 1.7494
H -0.5846 2.1302 0.4192
H 0.9430 1.4388 -1.4154
H -0.2580 0.2423 -1.9147
H 1.4375 -0.2461 -1.6432
H 0.6129 -2.0014 0.0938
H -0.3151 -1.4536 1.4922
H -1.2400 -1.9908 -1.0800

natural (NBO) population analysis, charges in e, atoms 1 to 8:
1. C -0.5954
2. C -0.1716
3. C -0.5977
4. C -0.0541
5. O -0.7098
6. C 0.2555
7. N -0.2832
8. H 0.2278


Entry 3:
A structure of composition C41H61Cl3N3OP2PtSi. Source: OMol25; level of theory: the ωB97M-V functional and the def2-TZVPD basis.

Net charge = +1
Total energy = -4310.50540 hartree
Largest force on an atom = 0.46 eV/A
HOMO = -10.80 eV
Orbital gap = 8.82 eV

Element x y z (Å)
Pt 0.1473 -0.2719 -0.5739
C -0.1790 2.6889 1.1891
Si 0.2333 1.9761 -0.5019
C 1.9697 2.5869 -0.8873
C 2.3619 3.9236 -0.8337
C 3.6939 4.2817 -0.9900
C 4.6572 3.3000 -1.1861
C 4.2871 1.9638 -1.2425
C 2.9494 1.6040 -1.1025
P 2.3557 -0.1187 -1.2792
C 3.6666 -1.1676 -0.4727
C 3.0424 -2.4310 0.1360
C 2.7882 -3.5109 -0.9108
C 4.0888 -3.9113 -1.5972
C 4.7393 -2.6911 -2.2411
C 4.9458 -1.5651 -1.2284
C 2.2805 -0.3036 -3.1210
C 1.1458 0.5811 -3.6820
C 1.1982 0.6777 -5.2204
C 1.9247 -0.5175 -5.8242
C 3.3871 -0.5288 -5.3558
C 3.5358 0.0390 -3.9324
C -1.1535 2.5734 -1.6305
C -1.2176 3.8202 -2.2465
C -2.3798 4.2464 -2.8752
C -3.5094 3.4377 -2.8635
C -3.4657 2.1884 -2.2610
C -2.2867 1.7367 -1.6683
P -2.1164 0.0954 -0.8695
C -2.7434 -1.1818 -2.0504
C -4.0654 -0.8750 -2.7659
C -4.5460 -2.1102 -3.5271
C -3.5203 -2.5259 -4.5776
C -2.1490 -2.7380 -3.9435
C -1.6998 -1.5309 -3.1196
C -3.2009 0.2243 0.6342
C -4.7215 0.0531 0.5008
C -5.1894 -1.4018 0.5019
C -4.6459 -2.1588 1.7088
C -3.1243 -2.0711 1.7441
C -2.6697 -0.6166 1.8056
H -0.3906 3.7587 1.1006
H 0.6644 2.5715 1.8707
H -1.0563 2.2148 1.6354
H 1.6260 4.6984 -0.6456
H 3.9856 5.3230 -0.9436
H 5.6984 3.5755 -1.2929
H 5.0507 1.2123 -1.3942
H 3.9530 -0.5074 0.3538
H 2.1270 -2.1694 0.6674
H 3.7432 -2.8224 0.8825
H 2.0778 -3.1354 -1.6577
H 2.3176 -4.3801 -0.4432
H 3.9051 -4.6795 -2.3511
H 4.7703 -4.3480 -0.8596
H 4.1040 -2.3528 -3.0639
H 5.7022 -2.9576 -2.6817
H 5.4277 -0.7088 -1.6972
H 5.6492 -1.9195 -0.4664
H 2.0176 -1.3576 -3.2774
H 1.2380 1.5863 -3.2624
H 0.1840 0.1981 -3.3506
H 1.7178 1.5922 -5.5190
H 0.1837 0.7606 -5.6144
H 1.8773 -0.4942 -6.9135
H 1.4208 -1.4394 -5.5163
H 4.0018 0.0603 -6.0393
H 3.7788 -1.5489 -5.3866
H 3.6211 1.1288 -3.9662
H 4.4584 -0.3256 -3.4921
H -0.3491 4.4700 -2.2411
H -2.4102 5.2116 -3.3644
H -4.4255 3.7766 -3.3294
H -4.3587 1.5752 -2.2654
H -2.8726 -2.0634 -1.4086
H -3.8826 -0.0725 -3.4885
H -4.8425 -0.5244 -2.0852
H -5.5112 -1.9053 -3.9936
H -4.7060 -2.9334 -2.8200
H -3.4505 -1.7394 -5.3367
H -3.8437 -3.4321 -5.0930
H -1.4022 -2.9500 -4.7125
H -2.1834 -3.6170 -3.2898
H -1.5791 -0.6661 -3.7827
H -0.7280 -1.7378 -2.6671
H -3.0175 1.2769 0.8801
H -5.1027 0.5918 -0.3689
H -5.1641 0.5494 1.3717
H -4.8607 -1.9142 -0.4072
H -6.2807 -1.4278 0.4939
H -4.9693 -3.2011 1.6771
H -5.0548 -1.7284 2.6295
H -2.7159 -2.5494 0.8453
H -2.7236 -2.6207 2.5986
H -1.5793 -0.5464 1.8433
H -3.0506 -0.1762 2.7345
C -0.9034 -5.0960 -1.1745
N -0.5391 -4.6428 0.1554
C -0.2384 -3.3508 0.4001
N 0.0440 -3.0007 1.6752
O -0.2423 -2.5250 -0.5264
H -0.9222 -6.1828 -1.1746
H -0.1780 -4.7521 -1.9103
H -1.8898 -4.7266 -1.4594
H -0.5430 -5.3013 0.9136
H 0.1597 -3.6826 2.4022
H 0.3634 -2.0570 1.8375
Cl -0.4381 1.7781 4.8642
C 0.3253 0.2003 4.7170
Cl 1.7186 0.0722 5.7897
Cl -0.8447 -1.0898 5.0653
C 0.7766 0.0142 3.3334
N 1.0909 -0.1256 2.2395

Löwdin population analysis, charges in e, atoms 1 to 8:
1. Pt 0.6280
2. C -0.1935
3. Si 0.4182
4. C -0.2842
5. C -0.0819
6. C -0.0651
7. C -0.0617
8. C -0.0761